Entry 1:
29
Properties=species:S:1:pos:R:3:lowdin_charge:R:1 method="wB97M-V/def2-TZVPD" total_charge=0 smiles="CC(=O)NCC=O.O.O.O.O.O" homo_energy_ev=-9.9
C -2.184 -1.695 -0.230 -0.014
C -0.750 -1.576 -0.429 -0.561
O 0.051 -2.296 0.148 0.045
N -0.259 -0.617 -1.331 0.080
C -1.265 0.314 -1.931 -0.130
C -0.741 1.476 -2.765 -0.201
O 0.409 1.871 -2.743 0.035
H -2.308 -2.644 0.199 0.066
H -2.633 -0.875 0.419 0.129
H -2.695 -2.000 -1.173 0.107
H 0.680 -0.307 -1.195 0.085
H -1.968 -0.120 -2.523 0.081
H -1.715 0.967 -1.153 0.143
H -1.500 1.865 -3.440 0.122
O 2.046 0.686 3.678 -0.130
H 2.487 1.423 3.040 0.117
H 2.323 -0.109 3.153 0.043
O -0.150 0.269 1.044 0.001
H 0.397 0.849 0.517 0.022
H 0.128 0.225 1.887 -0.030
O 1.968 1.429 -0.449 -0.090
H 2.612 0.739 -0.521 0.020
H 1.952 2.043 -1.296 0.114
O 2.945 -1.929 -0.381 0.050
H 2.095 -1.942 -0.234 -0.104
H 3.137 -2.166 -1.244 0.016
O -1.968 1.492 3.274 -0.086
H -1.659 2.014 2.555 -0.007
H -1.434 0.614 3.120 0.079

---

Entry 2:
15
Properties=species:S:1:pos:R:3:lowdin_charge:R:1 method="wB97M-V/def2-TZVPD" s2=0.7590 total_charge=+2 spin_multiplicity=2 homo_energy_ev="-18.0 / -17.9"
Ag 5.188 -0.920 -0.893 0.751
Cu 2.047 2.913 -1.922 0.619
Cl 3.196 0.668 -1.753 -0.114
O -0.121 1.936 -0.954 0.274
C -0.538 0.975 -0.273 -0.350
O -1.801 0.795 -0.205 0.151
C -2.146 -0.412 0.538 -0.048
C -0.857 -1.191 0.667 -0.091
C 0.229 -0.129 0.460 -0.022
H -2.942 -0.917 0.001 0.154
H -2.521 -0.119 1.519 0.153
H -0.782 -1.974 -0.088 0.138
H -0.702 -1.674 1.630 0.144
H 1.151 -0.343 -0.082 0.080
H 0.599 0.393 1.354 0.161

---

Entry 3:
17
Properties=species:S:1:pos:R:3:lowdin_charge:R:1 method="wB97M-V/def2-TZVPD" total_charge=0 smiles="CCO[C@@H](C)C=O" homo_energy_ev=-9.6
C 1.835 -1.120 -0.280 -0.075
C 1.323 -0.349 0.929 -0.256
O 0.422 0.697 0.604 -0.129
C -0.844 0.264 0.164 -0.387
C -1.829 1.412 0.357 -0.023
C -0.817 -0.099 -1.316 -0.237
O -1.513 -0.946 -1.820 0.064
H 2.611 -1.830 0.025 0.080
H 1.041 -1.696 -0.768 0.070
H 2.271 -0.431 -1.012 0.084
H 0.847 -1.037 1.646 0.121
H 2.159 0.140 1.438 0.120
H -1.183 -0.618 0.729 0.156
H -2.819 1.123 -0.012 0.091
H -1.900 1.670 1.418 0.088
H -1.490 2.300 -0.188 0.090
H -0.114 0.520 -1.916 0.142

---

Entry 4:
8
Properties=species:S:1:pos:R:3:lowdin_charge:R:1 method="wB97M-V/def2-TZVPD" total_charge=-1 homo_energy_ev=-2.3
S 2.352 -2.767 2.607 -0.492
H 1.386 -3.682 2.286 -0.506
C -0.677 1.346 -0.188 -0.073
C -0.601 0.952 -1.458 -0.093
H 0.172 1.825 0.274 0.045
H -1.544 1.011 0.359 0.043
H 0.321 0.968 -2.025 0.040
H -1.409 0.347 -1.855 0.036

---

Entry 5:
92
Properties=species:S:1:pos:R:3:lowdin_charge:R:1 method="wB97M-V/def2-TZVPD" s2=6.0244 total_charge=+2 spin_multiplicity=5 homo_energy_ev="-9.9 / -12.2"
P -1.427 -0.756 -3.319 1.252
C -1.422 -2.169 -4.498 -0.369
C -2.561 -2.883 -4.864 -0.063
H -3.520 -2.617 -4.444 0.109
C -2.471 -3.935 -5.766 -0.035
H -3.364 -4.483 -6.039 0.123
C -1.247 -4.280 -6.320 -0.025
H -1.180 -5.098 -7.024 0.125
C -0.107 -3.572 -5.961 -0.042
H 0.853 -3.839 -6.384 0.122
C -0.193 -2.532 -5.050 -0.087
H 0.702 -1.993 -4.762 0.111
C -3.136 -0.845 -2.644 -0.380
C -3.351 -1.708 -1.568 -0.105
H -2.521 -2.276 -1.165 0.103
C -4.614 -1.848 -1.015 -0.057
H -4.766 -2.525 -0.185 0.116
C -5.678 -1.109 -1.515 -0.038
H -6.663 -1.209 -1.077 0.122
C -5.471 -0.238 -2.575 -0.041
H -6.296 0.342 -2.968 0.122
C -4.210 -0.109 -3.140 -0.064
H -4.060 0.566 -3.970 0.110
C -1.558 0.678 -4.464 -0.369
C -1.831 0.567 -5.826 -0.060
H -1.978 -0.410 -6.265 0.111
C -1.917 1.701 -6.620 -0.035
H -2.128 1.600 -7.677 0.123
C -1.741 2.960 -6.065 -0.030
H -1.810 3.844 -6.686 0.124
C -1.469 3.081 -4.708 -0.048
H -1.325 4.060 -4.269 0.118
C -1.368 1.948 -3.917 -0.095
H -1.141 2.047 -2.862 0.087
Pt 2.302 -0.297 1.836 0.975
C 0.981 0.849 2.895 -0.196
C -0.232 1.218 2.408 -0.389
H 1.278 1.165 3.891 0.060
C -0.554 0.706 1.030 -0.381
O -0.873 1.798 0.162 -0.022
H -1.129 1.442 -0.698 0.070
C 0.671 -0.031 0.645 -0.265
H -1.395 -0.001 1.055 0.151
C 1.536 -0.667 -0.044 -0.146
Cl 4.144 -1.725 0.897 0.024
P 3.532 1.658 1.101 0.770
P 1.558 -2.389 2.815 0.759
C 5.335 1.449 1.095 -0.239
H 5.597 0.638 0.425 0.024
H 5.661 1.178 2.093 0.044
H 5.818 2.372 0.781 0.059
C 3.105 2.186 -0.593 -0.225
H 2.040 2.395 -0.656 0.032
H 3.345 1.384 -1.286 0.050
H 3.665 3.075 -0.874 0.060
C 3.239 3.137 2.127 -0.220
H 3.488 2.899 3.157 0.051
H 2.190 3.413 2.069 0.028
H 3.850 3.973 1.793 0.060
C 2.845 -3.319 3.693 -0.226
H 3.198 -2.738 4.538 0.043
H 3.679 -3.479 3.017 0.027
H 2.448 -4.272 4.035 0.062
C 0.204 -2.224 4.029 -0.226
H -0.652 -1.741 3.565 0.029
H 0.549 -1.601 4.850 0.051
H -0.100 -3.192 4.421 0.058
C 0.930 -3.545 1.551 -0.236
H 1.725 -3.720 0.831 0.039
H 0.078 -3.110 1.034 0.029
H 0.634 -4.490 2.000 0.058
P -1.363 2.282 3.240 0.895
C -0.886 2.480 4.971 -0.155
C -3.041 1.607 3.180 -0.155
H 0.090 2.950 5.041 0.068
H -0.850 1.512 5.461 0.069
H -1.613 3.112 5.476 0.072
H -3.354 1.509 2.145 0.059
H -3.732 2.272 3.692 0.070
H -3.066 0.631 3.657 0.066
C -1.439 3.935 2.503 -0.153
H -0.462 4.404 2.574 0.063
H -2.173 4.552 3.017 0.070
H -1.706 3.839 1.455 0.051
H 1.882 -1.146 -0.939 0.067
F 5.882 0.728 5.482 0.132
C 4.736 -0.044 5.504 -0.450
F 4.984 -1.209 6.205 0.131
F 3.728 0.660 6.139 0.107
C 4.335 -0.381 4.104 -0.467
O 5.172 -1.051 3.354 -0.076
O 3.153 0.004 3.658 -0.343

---

Entry 6:
49
Properties=species:S:1:pos:R:3:lowdin_charge:R:1 method="wB97M-V/def2-TZVPD" total_charge=0 smiles="O=COCCCC[C@]1(F)C(=O)O[C@@H](P(O)Br)[C@]1(F)P(O)I.BrCCBr.BrCCBr" homo_energy_ev=-9.0
O 5.649 -1.217 0.751 0.073
C 4.477 -0.991 0.589 -0.383
O 3.832 0.077 1.053 -0.057
C 4.622 1.283 1.191 -0.155
C 3.681 2.476 1.209 -0.166
C 2.728 2.517 2.414 -0.156
C 1.556 1.526 2.422 -0.113
C 0.613 1.529 1.236 -0.295
F 1.270 1.350 0.023 0.054
C -0.157 2.869 1.087 -0.364
O 0.222 3.970 1.355 0.182
O -1.406 2.622 0.618 0.003
C -1.840 1.358 1.115 -0.463
P -3.143 0.499 0.094 0.541
O -4.336 1.550 0.473 -0.373
Br -2.583 1.151 -1.976 0.324
C -0.574 0.497 1.255 -0.547
F -0.479 -0.241 0.052 -0.183
P -0.838 -0.911 2.501 0.593
O -0.129 -0.299 3.843 -0.397
I 0.810 -2.521 1.662 0.499
H 3.827 -1.659 0.014 0.053
H 5.302 1.358 0.340 0.130
H 5.193 1.239 2.121 0.130
H 4.335 3.354 1.284 0.122
H 3.165 2.566 0.256 0.111
H 2.386 3.540 2.567 0.106
H 3.333 2.272 3.296 0.119
H 1.910 0.506 2.573 0.094
H 0.928 1.744 3.292 0.126
H -2.323 1.492 2.094 0.129
H -4.894 1.702 -0.305 0.019
H -0.190 -0.952 4.553 0.055
Br -7.747 1.575 -2.912 0.607
C -7.349 -0.182 -3.644 -0.696
C -7.075 -1.185 -2.556 -0.672
Br -5.322 -0.897 -1.760 0.631
H -6.501 -0.056 -4.309 0.051
H -8.226 -0.470 -4.218 0.058
H -7.057 -2.195 -2.960 0.060
H -7.800 -1.130 -1.750 0.052
Br 2.174 -5.376 -0.922 0.587
C 2.152 -4.633 -2.719 -0.690
C 2.980 -3.380 -2.814 -0.676
Br 2.085 -1.871 -1.980 0.657
H 1.111 -4.458 -2.971 0.051
H 2.560 -5.409 -3.363 0.058
H 3.132 -3.101 -3.854 0.059
H 3.942 -3.487 -2.322 0.053

---

Entry 7:
10
Properties=species:S:1:pos:R:3:lowdin_charge:R:1 method="wB97M-V/def2-TZVPD" total_charge=0 homo_energy_ev=-9.2
C -0.747 0.567 0.495 -0.296
C -0.408 0.444 -1.000 -0.149
N -0.071 -0.607 -0.063 -0.091
O -3.528 0.951 -0.088 -0.299
O -2.519 -1.464 -0.164 -0.304
P -2.408 -0.002 0.056 0.605
H 0.067 0.961 1.211 0.146
H 0.348 1.215 -1.300 0.090
H 0.914 -0.824 0.255 0.194
H -0.716 -1.409 -0.210 0.103

---

Entry 8:
86
Properties=species:S:1:pos:R:3:lowdin_charge:R:1 method="wB97M-V/def2-TZVPD" total_charge=+1 homo_energy_ev=-9.6
Cd 0.420 0.459 0.434 1.316
C 4.084 1.568 -0.393 -0.028
C 3.848 1.400 1.082 -0.334
C 4.929 1.311 1.983 -0.008
C 4.685 1.159 3.315 -0.013
C 3.356 1.107 3.794 -0.192
C 2.999 0.909 5.148 -0.640
Br 4.333 0.770 6.484 0.784
C 1.690 0.797 5.509 -0.173
C 0.678 0.926 4.545 -0.600
Br -1.128 0.674 5.068 0.767
C 0.928 1.213 3.208 -0.467
O 0.000 1.406 2.330 -0.255
C 2.329 1.234 2.832 -0.147
N 2.603 1.356 1.496 0.064
H 5.098 1.286 -0.671 0.083
H 3.929 2.608 -0.690 0.091
H 3.376 0.966 -0.965 0.004
H 5.943 1.353 1.606 0.117
H 5.503 1.071 4.018 0.083
H 1.425 0.609 6.541 0.098
F -1.208 0.730 -7.364 0.159
C -1.271 0.547 -6.055 -0.132
C -2.475 0.252 -5.455 -0.132
F -3.572 0.148 -6.191 0.152
C -2.526 0.064 -4.089 -0.222
F -3.724 -0.232 -3.582 0.116
C -1.406 0.177 -3.271 -0.297
P -1.546 -0.086 -1.449 1.040
C -2.077 -1.840 -1.452 -0.368
C -1.042 -2.748 -1.685 -0.121
C -1.297 -4.111 -1.744 -0.083
C -2.591 -4.581 -1.550 -0.076
C -3.622 -3.683 -1.310 -0.065
C -3.369 -2.316 -1.267 -0.078
C -2.995 0.921 -0.988 -0.374
C -3.618 0.672 0.233 -0.101
C -4.653 1.485 0.681 -0.063
C -5.072 2.561 -0.086 -0.072
C -4.445 2.826 -1.299 -0.074
C -3.408 2.016 -1.743 -0.106
C -0.194 0.460 -3.913 -0.564
Br 1.463 0.575 -3.013 0.845
C -0.132 0.642 -5.282 -0.269
F 1.019 0.906 -5.893 0.087
H -0.029 -2.378 -1.827 0.083
H -0.491 -4.807 -1.950 0.101
H -2.797 -5.644 -1.594 0.108
H -4.633 -4.045 -1.170 0.110
H -4.188 -1.626 -1.107 0.105
H -3.295 -0.165 0.842 0.091
H -5.130 1.276 1.630 0.110
H -5.889 3.186 0.252 0.109
H -4.773 3.661 -1.907 0.110
H -2.926 2.237 -2.689 0.110
C 3.757 -3.177 -0.492 -0.036
N 2.515 -3.547 0.169 -0.150
C 2.226 -4.972 0.297 -0.039
C 1.637 -2.572 0.527 -0.435
N 1.687 -1.362 0.073 0.054
N 0.710 -2.991 1.472 0.154
C -0.325 -2.271 2.080 -0.488
N -0.758 -2.845 3.233 0.175
N -0.794 -1.200 1.568 0.065
H 4.475 -3.983 -0.351 0.098
H 4.171 -2.274 -0.042 0.092
H 3.629 -3.019 -1.569 0.100
H 2.728 -5.420 1.158 0.098
H 2.570 -5.486 -0.599 0.097
H 1.154 -5.145 0.367 0.083
H 2.389 -1.273 -0.649 0.008
H 0.958 -3.845 1.935 0.124
H -0.319 -3.654 3.631 0.106
H -1.375 -2.319 3.826 0.088
H -1.485 -0.766 2.173 0.042
C -0.930 5.835 0.209 -0.064
N -0.961 4.480 -0.311 0.042
C 0.011 3.568 -0.155 -0.592
N 1.122 3.929 0.525 0.210
O -0.113 2.422 -0.657 -0.177
H -1.876 6.315 -0.023 0.091
H -0.129 6.420 -0.244 0.091
H -0.814 5.846 1.296 0.089
H -1.786 4.141 -0.776 0.125
H 1.104 4.743 1.116 0.100
H 1.707 3.162 0.826 0.062

---

Entry 9:
43
Properties=species:S:1:pos:R:3:lowdin_charge:R:1 method="wB97M-V/def2-TZVPD" total_charge=-1 homo_energy_ev=-5.8
Cl -5.633 -16.834 33.468 -0.056
C -1.925 -18.540 32.884 -0.062
C -2.843 -19.556 33.389 -0.539
C -2.392 -20.927 33.800 -0.058
O -3.553 -19.022 34.517 -0.127
H -0.969 -18.597 33.404 0.079
H -2.304 -17.518 32.871 0.078
H -1.699 -18.767 31.842 0.078
H -3.688 -19.736 32.725 0.130
H -2.057 -21.443 32.901 0.075
H -3.152 -21.533 34.293 0.079
H -1.523 -20.760 34.437 0.075
H -4.124 -18.265 34.363 -0.071
C -8.130 -21.210 34.483 -0.279
C -7.157 -20.298 35.209 -0.203
O -7.642 -18.921 35.190 -0.107
O -8.070 -21.095 33.103 -0.069
H -9.172 -20.956 34.677 0.111
H -8.034 -22.269 34.724 0.105
H -6.238 -20.193 34.632 0.103
H -6.738 -20.656 36.150 0.112
H -6.958 -18.448 34.711 -0.052
H -8.639 -21.643 32.558 0.082
C -7.195 -14.871 38.334 -0.262
C -6.931 -15.691 37.082 -0.274
O -5.588 -15.569 36.699 -0.087
O -6.744 -15.376 39.586 -0.061
H -8.264 -14.728 38.492 0.109
H -6.858 -13.871 38.063 0.114
H -7.527 -15.290 36.263 0.116
H -7.288 -16.716 37.179 0.112
H -5.443 -16.023 35.866 -0.015
H -5.876 -14.972 39.658 0.076
C -3.235 -12.555 32.225 -0.248
C -3.931 -13.707 32.855 -0.300
O -4.797 -14.276 31.907 -0.135
O -4.291 -11.718 31.736 -0.069
H -2.668 -12.978 31.396 0.114
H -2.580 -12.083 32.957 0.115
H -4.530 -13.390 33.709 0.122
H -3.289 -14.583 32.946 0.110
H -5.260 -15.017 32.305 -0.092
H -4.269 -10.858 32.163 0.073

---

Entry 10:
16
Properties=species:S:1:pos:R:3:lowdin_charge:R:1 method="wB97M-V/def2-TZVPD" total_charge=0 homo_energy_ev="-7.1 / -7.1"
C -1.114 1.611 -0.458 -0.115
C -0.235 0.584 0.216 -0.277
C -1.113 -1.695 0.303 -0.042
O -0.390 -2.264 1.231 -0.025
N 1.092 0.589 -0.373 0.017
C 2.028 -0.360 -0.240 -0.320
O 1.931 -1.417 0.387 -0.010
H -0.655 2.614 -0.496 0.070
H -2.063 1.712 0.075 0.074
H -1.344 1.322 -1.492 0.076
H -0.171 0.697 1.302 0.116
H -2.145 -1.560 0.656 0.080
H -0.650 -0.796 -0.297 0.027
H 0.561 -2.177 0.945 0.062
H 1.354 1.387 -0.939 0.132
H 2.968 -0.112 -0.761 0.135

---

Entry 11:
26
Properties=species:S:1:pos:R:3:lowdin_charge:R:1 method="wB97M-V/def2-TZVPD" total_charge=+1 smiles="C[N+]1=CC(C)(C)C[NH2+]C=C1[O-]" homo_energy_ev=-11.9
C -2.487 -1.992 -0.293 0.009
N -1.515 -0.927 -0.199 -0.024
C -0.215 -1.124 -0.097 0.082
C 0.883 -0.031 0.204 -0.456
C 1.781 0.087 -0.976 -0.070
C 1.770 -0.737 1.328 -0.028
C 0.631 1.458 0.641 -0.057
N -0.225 2.313 -0.306 0.086
C -1.152 1.364 -0.821 -0.126
C -1.953 0.574 -0.043 -0.424
O -2.842 0.602 0.775 0.105
H -2.082 -2.833 -0.809 0.095
H -2.619 -2.400 0.718 0.116
H -3.460 -1.557 -0.548 0.118
H 0.324 -2.137 -0.198 0.185
H 2.823 -0.185 -0.566 0.121
H 1.876 1.057 -1.426 0.075
H 1.773 -0.527 -1.926 0.126
H 2.207 -1.731 0.927 0.129
H 1.153 -1.018 2.180 0.093
H 2.573 -0.092 1.558 0.073
H 0.163 1.672 1.643 0.166
H 1.609 1.917 0.705 0.130
H -0.447 3.077 0.330 0.190
H 0.190 2.488 -1.206 0.163
H -0.759 0.682 -1.596 0.124

---

Entry 12:
19
Properties=species:S:1:pos:R:3:lowdin_charge:R:1 method="wB97M-V/def2-TZVPD" total_charge=0 smiles=CNC.CSC homo_energy_ev=-8.3
C -2.096 -1.824 0.238 -0.109
N -2.768 -0.733 -0.591 -0.235
C -2.218 0.582 -0.553 -0.200
H -2.352 -1.819 1.387 0.109
H -1.095 -1.572 0.060 0.028
H -2.304 -2.786 -0.135 0.044
H -3.020 -1.014 -1.684 0.170
H -1.195 0.481 -0.665 0.007
H -2.587 1.149 -1.521 0.120
H -2.376 1.172 0.343 0.070
C 3.103 -0.251 0.775 -0.511
S 3.045 0.413 -0.928 0.652
C 1.737 1.746 -0.222 -0.342
H 3.979 -0.943 1.086 0.062
H 3.304 0.548 1.504 0.023
H 2.319 -0.941 1.049 0.016
H 0.916 1.095 0.212 0.015
H 1.346 2.420 -1.020 0.029
H 2.262 2.276 0.667 0.051

---

Entry 13:
68
Properties=species:S:1:pos:R:3:lowdin_charge:R:1 method="wB97M-V/def2-TZVPD" total_charge=0 smiles="C=CCOC[C@@H](C(=O)N1CC2(CCCN(C(=O)[C@H](C)C(C)C)C2)C1)C(C)(C)C" homo_energy_ev=-9.1
C 0.941 2.926 5.429 0.028
C 0.068 2.553 4.507 -0.144
C -0.083 1.152 4.001 -0.211
O 0.061 1.100 2.588 -0.141
C 1.409 0.891 2.188 -0.168
C 1.447 0.975 0.673 -0.172
C 1.102 2.405 0.285 -0.435
O 1.794 3.359 0.608 0.074
N -0.007 2.565 -0.478 0.016
C -1.269 1.805 -0.470 -0.044
C -2.032 3.151 -0.509 -0.373
C -3.055 3.357 -1.611 -0.138
C -3.609 4.780 -1.558 -0.153
C -4.147 5.101 -0.167 -0.133
N -3.121 4.863 0.842 -0.023
C -2.618 5.922 1.550 -0.425
O -3.053 7.051 1.385 0.062
C -1.571 5.655 2.629 -0.279
C -2.352 5.374 3.918 -0.040
C -0.606 6.843 2.744 -0.389
C 0.169 7.027 1.441 -0.060
C 0.376 6.647 3.897 -0.069
C -2.637 3.496 0.850 -0.088
C -0.666 3.855 -0.695 -0.032
C 2.788 0.511 0.042 -0.552
C 2.801 0.897 -1.439 -0.044
C 2.878 -1.015 0.142 -0.052
C 4.000 1.136 0.738 -0.041
H 1.011 3.954 5.762 0.051
H 1.616 2.211 5.886 0.062
H -0.593 3.284 4.052 0.074
H 0.634 0.482 4.489 0.122
H -1.089 0.782 4.216 0.125
H 2.055 1.663 2.619 0.133
H 1.746 -0.090 2.540 0.127
H 0.670 0.309 0.287 0.141
H -1.398 1.189 -1.363 0.125
H -1.425 1.204 0.427 0.117
H -2.600 3.153 -2.584 0.121
H -3.872 2.638 -1.480 0.125
H -2.817 5.496 -1.799 0.120
H -4.400 4.912 -2.298 0.114
H -4.460 6.137 -0.086 0.118
H -5.006 4.457 0.058 0.130
H -0.961 4.784 2.377 0.111
H -3.044 4.539 3.785 0.085
H -1.690 5.129 4.747 0.061
H -2.937 6.254 4.193 0.097
H -1.206 7.737 2.926 0.139
H 0.807 6.159 1.247 0.075
H -0.503 7.168 0.592 0.077
H 0.815 7.904 1.499 0.081
H 0.922 5.705 3.782 0.079
H 1.112 7.452 3.905 0.080
H -0.115 6.645 4.870 0.070
H -3.480 2.822 1.052 0.142
H -1.903 3.336 1.636 0.118
H -0.397 4.609 0.044 0.102
H -0.488 4.255 -1.696 0.133
H 2.819 1.981 -1.567 0.088
H 3.687 0.485 -1.925 0.087
H 1.920 0.506 -1.955 0.089
H 2.877 -1.360 1.177 0.076
H 2.044 -1.493 -0.377 0.088
H 3.804 -1.364 -0.319 0.087
H 4.086 0.797 1.773 0.084
H 4.913 0.836 0.219 0.087
H 3.935 2.223 0.736 0.082